(w)
Here is C45H66CdN10O4SSi2Te as an isolated structure from the Open Molecules 2025 dataset. Energies are from ωB97M-V/def2-TZVPD.

As for the net charge: -1. The value obtained for the frontier orbital gap (spin up / spin down) is 4.971 / 6.275 eV. Its spin multiplicity is 2.

Structure (XYZ):
```
130
C45H66CdN10O4SSi2Te, DFT ωB97M-V/def2-TZVPD
Cd 0.39490 0.76716 0.28127
C 3.86845 -0.09845 -0.85333
O 2.85203 0.87803 -0.98482
C 2.56308 1.32824 -2.24948
C 3.24317 0.94094 -3.39063
C 2.87797 1.45800 -4.63233
C 1.83058 2.35778 -4.71821
C 1.14293 2.73762 -3.57215
C 1.48598 2.22540 -2.31960
N 0.83881 2.53861 -1.11922
N -0.00618 3.55474 -1.25674
C -0.56906 4.07112 -0.13808
C -0.04923 3.98406 1.15598
O 1.17239 3.41274 1.32354
C -0.74090 4.53087 2.24767
C -1.93621 5.18784 2.09862
C -2.47454 5.37456 0.80189
C -3.68843 6.07647 0.59233
C -4.19405 6.26396 -0.66318
C -3.49278 5.75797 -1.77924
C -2.32428 5.06679 -1.60459
C -1.78199 4.84346 -0.31434
H 4.82368 0.28221 -1.22610
H 3.94149 -0.31542 0.21057
H 3.58861 -1.01215 -1.38276
H 4.03384 0.20864 -3.33804
H 3.40932 1.13864 -5.52054
H 1.53561 2.76236 -5.67959
H 0.32126 3.43437 -3.62227
H -0.29729 4.42067 3.23141
H -2.45703 5.59045 2.95982
H -4.20809 6.47333 1.45883
H -5.12124 6.80726 -0.80387
H -3.88174 5.91820 -2.77818
H -1.77742 4.67989 -2.45262
C -5.83960 0.87683 -1.65163
C -5.02441 2.12103 -1.30830
N -4.01707 1.89828 -0.28340
C -4.40679 2.03693 1.11031
C -4.70951 0.70745 1.80179
C -2.74679 1.51082 -0.59529
C -2.36995 1.40006 -2.04111
N -1.85046 1.24771 0.28901
H -6.50913 1.08181 -2.49055
H -6.44775 0.55378 -0.80499
H -5.18273 0.05026 -1.92908
H -5.68278 2.91498 -0.95175
H -4.54048 2.50808 -2.20199
H -5.27537 2.69590 1.14045
H -3.61459 2.56676 1.64578
H -5.58447 0.22483 1.36384
H -4.90756 0.87113 2.86398
H -3.86698 0.01845 1.70962
H -3.03838 0.73130 -2.58257
H -1.36554 0.99195 -2.11324
H -2.38503 2.38547 -2.50839
H -2.14170 1.39107 1.24806
O 2.65403 -0.31252 1.68620
N 3.44258 0.46868 2.35163
C 3.90041 0.08255 3.56068
C 4.76272 0.88172 4.27562
C 5.16628 2.10178 3.75721
C 4.67522 2.48360 2.52028
C 3.81252 1.66058 1.83247
H 3.53216 -0.87801 3.88713
H 5.10887 0.53592 5.24012
H 5.84431 2.74034 4.30672
H 4.94253 3.43078 2.07324
H 3.36925 1.89367 0.87461
C 5.52493 -2.84894 1.80060
Si 4.52134 -4.29906 1.15491
C 4.67160 -4.38280 -0.71120
C 5.28862 -5.87776 1.84610
C 2.76854 -4.11095 1.75800
Te 1.60786 -2.75015 0.51980
C 1.07679 -4.29692 -0.87139
Si -0.76165 -4.68165 -0.90241
C -1.19685 -5.30812 -2.62367
C -1.94053 -3.31111 -0.44704
C -1.03402 -6.08155 0.33176
H 6.56540 -2.91373 1.47030
H 5.51870 -2.82963 2.89468
H 5.11338 -1.89872 1.44602
H 5.69234 -4.15431 -1.03008
H 3.99415 -3.67148 -1.18948
H 4.41941 -5.38113 -1.08034
H 6.35560 -5.92775 1.60824
H 4.80965 -6.76335 1.41911
H 5.18433 -5.93322 2.93346
H 2.76198 -3.67979 2.76359
H 2.22567 -5.05696 1.81314
H 1.62919 -5.19660 -0.58409
H 1.43861 -3.96065 -1.84477
H -0.92727 -4.56117 -3.37731
H -2.26990 -5.50280 -2.71337
H -0.66203 -6.23279 -2.86025
H -2.01757 -2.56102 -1.23617
H -1.63114 -2.79635 0.46597
H -2.93224 -3.74800 -0.27941
H -0.41313 -6.95319 0.10371
H -2.08050 -6.40082 0.33202
H -0.78813 -5.74435 1.34373
C -0.48196 1.16539 6.22783
N -0.17415 0.62949 4.92907
C -1.03431 -0.37965 4.36327
C -0.75165 -0.22786 2.87922
O -1.18333 -0.97569 2.01691
N 0.03514 0.85599 2.66836
C 0.35799 1.39909 3.89078
N 1.08066 2.45933 4.03786
H -0.40821 0.38216 6.98410
H -1.49492 1.58808 6.26851
H 0.22252 1.94956 6.49738
H -2.09564 -0.17817 4.55689
H -0.80353 -1.38921 4.70837
H 1.31873 3.16937 2.27211
H 1.21869 2.69267 5.01321
C -3.77078 -1.51356 -4.54097
C -2.27686 -1.67614 -4.53103
C -1.57666 -2.13498 -5.63622
C -0.20249 -2.24429 -5.47937
N 0.43463 -1.93110 -4.36485
C -0.32129 -1.47372 -3.33869
S 0.52242 -1.12319 -1.86478
N -1.66161 -1.35264 -3.39851
H -4.22120 -1.97932 -5.41761
H -4.02784 -0.45160 -4.54031
H -4.19226 -1.95540 -3.63751
H -2.07019 -2.40004 -6.56115
H 0.41756 -2.60814 -6.29550
```

(x)
Here is C45H66CdN10O4SSi2Te as an isolated structure from the Open Molecules 2025 dataset. Energies are from ωB97M-V/def2-TZVPD.

As for the net charge: -1. The value obtained for the frontier orbital gap (spin up / spin down) is 4.052 / 5.459 eV. Its spin multiplicity is 2.

Structure (XYZ):
```
130
C45H66CdN10O4SSi2Te, DFT ωB97M-V/def2-TZVPD
Cd -0.51008 0.24762 -0.63264
C -4.61502 0.73954 -0.86172
O -3.31778 0.68459 -1.40929
C -3.21229 0.61490 -2.78348
C -4.26383 0.24933 -3.60453
C -4.10086 0.23342 -4.99145
C -2.88084 0.60982 -5.52942
C -1.82707 0.98245 -4.70964
C -1.94962 0.96826 -3.31454
N -0.95629 1.33714 -2.43911
N 0.02787 2.03669 -3.00879
C 0.86845 2.72634 -2.20520
C 0.73231 3.00209 -0.80793
O -0.00334 2.31637 0.04211
C 1.46143 4.10565 -0.28958
C 2.41748 4.78168 -0.98980
C 2.74456 4.37403 -2.30959
C 3.81059 4.95222 -3.03293
C 4.12339 4.52967 -4.29773
C 3.36851 3.50038 -4.89073
C 2.32113 2.92964 -4.21245
C 1.97605 3.35046 -2.90887
H -5.20918 1.52017 -1.34619
H -5.14253 -0.21669 -0.96251
H -4.48844 0.97583 0.19219
H -5.22662 -0.00271 -3.17999
H -4.92943 -0.04808 -5.62834
H -2.74515 0.61793 -6.60442
H -0.87224 1.27610 -5.11772
H 1.24429 4.36691 0.73928
H 2.96224 5.60128 -0.53431
H 4.38581 5.74218 -2.56156
H 4.94808 4.98077 -4.83666
H 3.61941 3.15358 -5.88672
H 1.73631 2.13529 -4.65485
C -2.96762 -6.40160 -1.55631
C -2.50421 -5.43682 -2.64516
N -2.73626 -4.03998 -2.33893
C -4.07148 -3.51453 -2.56321
C -4.90277 -3.38418 -1.28811
C -1.77062 -3.23303 -1.77477
C -0.44260 -3.86105 -1.44701
N -1.90233 -1.98862 -1.52453
H -2.66824 -7.42297 -1.79610
H -4.05278 -6.38576 -1.45378
H -2.53554 -6.13134 -0.59253
H -3.02885 -5.66353 -3.57801
H -1.44613 -5.58575 -2.85152
H -4.57310 -4.19176 -3.25809
H -3.99960 -2.54969 -3.07479
H -5.02839 -4.35406 -0.80581
H -5.89103 -2.98389 -1.51863
H -4.42329 -2.71659 -0.57277
H -0.54288 -4.84966 -0.99938
H 0.05110 -3.19307 -0.74778
H 0.16589 -3.94823 -2.35039
H -2.80413 -1.60725 -1.79091
O -0.07283 -1.49452 0.74155
N -0.70902 -1.70422 1.89239
C 0.01596 -1.70468 3.02940
C -0.65247 -2.06327 4.19632
C -1.99287 -2.31718 4.21847
C -2.82598 -2.03769 3.04302
C -2.00972 -1.92358 1.84382
H 1.06291 -1.47687 2.93435
H -0.07076 -2.17509 5.10285
H -2.47241 -2.63454 5.13621
H -3.62740 -2.76781 2.87741
H -2.42449 -1.92143 0.84874
C 5.05948 0.67555 -0.80210
Si 5.46033 0.71924 1.03433
C 6.05453 2.43989 1.47459
C 6.86682 -0.50264 1.33755
C 4.00731 0.28111 2.13168
Te 2.23258 1.22082 1.32545
C 1.27990 1.44888 3.22995
Si 1.58404 3.05928 4.12851
C 0.40037 4.38330 3.51211
C 1.24490 2.74875 5.95822
C 3.35694 3.65665 3.97097
H 5.67390 1.40583 -1.33205
H 4.01930 0.92797 -1.02145
H 5.26134 -0.30585 -1.23290
H 6.96340 2.68633 0.92258
H 6.26633 2.53022 2.54123
H 5.29565 3.18018 1.21680
H 7.70488 -0.31103 0.66472
H 6.53672 -1.53107 1.17486
H 7.23649 -0.43330 2.36199
H 4.17960 0.71006 3.12080
H 3.85963 -0.79482 2.24536
H 1.55997 0.58137 3.82955
H 0.21287 1.35440 3.01549
H -0.33263 3.95689 2.82518
H 0.92178 5.18448 2.98741
H -0.14130 4.82842 4.34866
H 0.20836 2.44053 6.10785
H 1.41769 3.64741 6.55454
H 1.88744 1.95630 6.34698
H 3.66798 3.68050 2.92524
H 4.04974 3.01172 4.51626
H 3.45137 4.66608 4.37645
C 4.20098 -3.40521 -2.17603
N 3.25284 -2.34724 -2.38595
C 2.76343 -1.96612 -3.68628
C 1.54419 -1.10749 -3.31827
O 0.82506 -0.60577 -4.14127
N 1.43282 -1.05681 -1.93653
C 2.39171 -1.84370 -1.46028
N 2.52923 -2.12301 -0.16822
H 4.98418 -3.33317 -2.93066
H 3.74520 -4.40038 -2.24091
H 4.68852 -3.30426 -1.20627
H 2.44865 -2.82725 -4.28266
H 3.48519 -1.37612 -4.25444
H 1.73305 -1.86115 0.44056
H 3.21456 -2.78768 0.13898
C -6.60913 2.18594 4.43246
C -5.61275 1.11431 4.09534
C -5.80489 -0.21725 4.52485
C -4.86688 -1.10577 4.10114
N -3.81213 -0.75178 3.35332
C -3.61763 0.57083 3.00146
S -2.28261 1.15845 2.18660
N -4.58303 1.47208 3.37610
H -7.27758 1.87886 5.23558
H -7.20769 2.41236 3.54864
H -6.08528 3.09751 4.71317
H -6.64333 -0.52329 5.13075
H -4.92772 -2.16097 4.34511
```

Ranking the structures above from most stable to least stable yields (w), (x).